Entry 1:
# C3H7NO2

A 2-piece molecular cluster, C3H7NO2 overall at a distorted geometry (wB97M-V/def2-TZVPD, the OMol25 dataset).

The highest occupied orbital energy comes out at -9.9 eV. For the relative energy (zero: lowest compared OMol25 entry of this formula, charge and spin), the calculation gives 65.1 kcal per mole. The frontier orbital gap comes out at 0.374 Ha. As for the multiplicity: 1.

Structure (XYZ):
```
13
Properties=species:S:1:pos:R:3:forces:R:3
C 1.619 -0.120 0.981 -0.33 -1.05 0.48
C -2.074 -0.026 -1.885 1.41 -4.37 -0.33
C -2.083 0.712 -0.813 -1.97 4.21 -0.30
N 0.675 -0.760 0.409 1.63 -0.62 0.95
O 2.540 -0.482 2.022 -1.39 -0.96 -1.14
O 1.843 1.143 0.637 2.41 0.49 1.47
H 2.710 1.367 1.120 -1.86 0.01 -1.04
H -1.295 -0.873 -2.004 -0.73 1.82 0.15
H -2.926 -0.302 -2.481 -0.47 0.81 -0.32
H -2.907 1.545 -0.774 1.19 -1.84 0.31
H -1.239 0.975 -0.217 0.53 -0.60 0.48
H 0.729 -1.758 0.664 -0.39 0.60 0.04
H 2.407 -1.420 2.340 -0.03 1.51 -0.74
```
Positions in Å, forces in eV/Å.

Entry 2:
# C3H7NO2

A 2-piece molecular cluster, C3H7NO2 overall (wB97M-V/def2-TZVPD, the OMol25 dataset).

The highest occupied orbital energy (spin up / spin down) comes out at -7.5 / -7.5 eV. For the relative energy (zero: lowest compared OMol25 entry of this formula, charge and spin), the calculation gives 97.5 kcal per mole. The frontier orbital gap (spin up / spin down) comes out at 0.270 / 0.270 Ha. As for the multiplicity: 1.

Structure (XYZ):
```
13
Properties=species:S:1:pos:R:3:forces:R:3
N -1.773 -0.931 -0.918 -0.02 -0.06 0.15
C -0.685 -0.128 -0.658 -0.01 -0.02 -0.02
O 0.454 -0.593 -1.052 -0.22 0.10 -0.04
C -0.813 1.096 -0.016 0.02 0.05 -0.12
C 1.619 0.306 0.492 0.16 0.06 0.25
O 1.855 -0.918 0.869 -0.15 0.14 -0.20
H -2.665 -0.646 -0.546 0.10 -0.02 -0.04
H -1.598 -1.925 -0.926 -0.01 0.13 -0.05
H -1.780 1.429 0.356 0.17 -0.13 -0.04
H -0.134 1.886 -0.318 -0.03 -0.12 0.03
H 2.098 0.733 -0.381 -0.14 -0.10 0.07
H 1.322 0.958 1.304 0.03 -0.06 -0.09
H 1.759 -1.458 0.053 0.09 0.01 0.10
```
Positions in Å, forces in eV/Å.

Entry 3:
# C3H7NO2

One molecule with the formula C3H7NO2 at a distorted geometry (wB97M-V/def2-TZVPD, the OMol25 dataset).

The highest occupied orbital energy comes out at -9.8 eV. For the relative energy (zero: lowest compared OMol25 entry of this formula, charge and spin), the calculation gives 13.5 kcal per mole. The frontier orbital gap comes out at 0.388 Ha. As for the multiplicity: 1.

Structure (XYZ):
```
13
Properties=species:S:1:pos:R:3:forces:R:3
O 1.431 1.675 0.054 0.22 -0.26 0.33
C 1.131 0.508 -0.007 -0.46 0.84 -0.71
O 1.936 -0.412 -0.572 0.04 -0.12 0.44
C -0.215 -0.029 0.395 -0.50 -1.01 -0.78
C -0.785 -0.959 -0.702 1.02 -0.34 0.39
N -1.166 1.043 0.666 0.62 0.12 0.72
H 2.780 0.033 -0.728 0.05 0.03 -0.13
H -0.031 -0.730 1.220 0.03 0.34 0.37
H -0.113 -1.812 -0.786 -0.04 -0.19 0.04
H -0.790 -0.523 -1.699 -0.53 0.31 0.17
H -1.736 -1.338 -0.336 -0.27 0.18 -0.43
H -0.641 1.801 1.096 -0.05 0.22 -0.23
H -1.800 0.744 1.399 -0.14 -0.12 -0.20
```
Positions in Å, forces in eV/Å.

Entry 4:
# C3H7NO2

One molecule with the formula C3H7NO2 at a distorted geometry (wB97M-V/def2-TZVPD, the OMol25 dataset).

The highest occupied orbital energy comes out at -9.4 eV. For the relative energy (zero: lowest compared OMol25 entry of this formula, charge and spin), the calculation gives 35.5 kcal per mole. The frontier orbital gap comes out at 0.369 Ha. As for the multiplicity: 1.

Structure (XYZ):
```
13
Properties=species:S:1:pos:R:3:forces:R:3
C -1.916 -0.181 -0.997 0.33 -1.28 -2.39
N -0.607 -0.903 -1.216 -0.85 1.06 2.01
C 0.554 -0.131 -0.807 0.74 2.00 -1.93
C 0.737 0.467 0.579 -0.33 -1.70 1.52
O 0.211 -0.454 1.440 -0.62 -0.66 -0.11
O 1.352 1.413 0.968 -0.02 0.42 -0.69
H -2.340 -0.280 -2.008 -0.43 0.71 0.31
H -1.812 0.866 -0.752 0.01 0.14 0.37
H -2.611 -0.747 -0.383 0.24 0.25 0.58
H -0.636 -1.651 -0.535 0.10 -0.39 -0.20
H 0.779 0.763 -1.502 -0.39 -1.62 0.64
H 1.319 -0.890 -0.904 0.93 0.35 0.03
H 0.382 -0.358 2.385 0.29 0.73 -0.15
```
Positions in Å, forces in eV/Å.

Entry 5:
# C3H7NO2

One molecule with the formula C3H7NO2 (wB97M-V/def2-TZVPD, the OMol25 dataset).

The highest occupied orbital energy comes out at -8.3 eV. For the relative energy (zero: lowest compared OMol25 entry of this formula, charge and spin), the calculation gives 124.3 kcal per mole. The frontier orbital gap comes out at 0.321 Ha. As for the multiplicity: 1.

Structure (XYZ):
```
13
Properties=species:S:1:pos:R:3:forces:R:3
C -0.791 1.155 -0.139 -0.04 -0.02 0.02
C -0.273 -0.141 0.449 0.04 0.17 -0.06
N -0.940 -0.792 1.486 0.08 0.10 0.04
O -0.934 -1.363 -0.073 -0.18 -0.02 -0.16
C 1.229 -0.343 0.310 -0.01 -0.04 0.35
O 1.719 -0.088 -0.991 -0.09 -0.19 -0.18
H -1.877 1.118 -0.261 0.09 -0.03 0.04
H -0.576 1.961 0.569 0.02 -0.09 -0.04
H -0.304 1.391 -1.087 -0.06 -0.02 0.09
H -1.832 -1.110 -0.340 0.14 -0.04 0.03
H 1.458 -1.358 0.659 -0.03 0.14 -0.07
H 1.728 0.366 0.979 -0.08 -0.08 -0.04
H 1.393 -0.795 -1.561 0.13 0.12 0.01
```
Positions in Å, forces in eV/Å.

Entry 6:
# C3H7NO2

C3H7NO2 as an isolated structure at a distorted geometry (wB97M-V/def2-TZVPD, the OMol25 dataset).

The highest occupied orbital energy comes out at -9.4 eV. For the relative energy (zero: lowest compared OMol25 entry of this formula, charge and spin), the calculation gives 117.6 kcal per mole. The frontier orbital gap comes out at 0.330 Ha. As for the multiplicity: 1.

Structure (XYZ):
```
13
Properties=species:S:1:pos:R:3:forces:R:3
C -0.884 1.400 0.308 -0.02 -0.67 -0.57
C -0.359 0.025 -0.156 -1.14 -1.47 -2.74
N -1.082 -1.076 0.481 0.22 -0.39 1.16
O -0.802 -2.135 -0.020 -0.34 -0.58 0.64
C 1.166 -0.140 0.060 -0.44 0.03 -0.15
O 1.723 -1.115 -0.771 0.19 -0.42 -0.03
H -1.969 1.448 0.202 0.10 0.05 0.04
H -0.633 1.578 1.365 0.01 -0.22 -0.30
H -0.433 2.198 -0.286 -0.07 -0.14 0.04
H -0.770 -0.653 -1.324 1.74 3.71 2.15
H 1.350 -0.365 1.128 -0.15 0.08 -0.20
H 1.685 0.796 -0.168 -0.26 -0.01 0.03
H 1.150 -1.892 -0.717 0.15 0.04 -0.07
```
Positions in Å, forces in eV/Å.

Entry 7:
# C3H7NO2

C3H7NO2 as an isolated structure at a distorted geometry (wB97M-V/def2-TZVPD, the OMol25 dataset).

The highest occupied orbital energy comes out at -8.4 eV. For the relative energy (zero: lowest compared OMol25 entry of this formula, charge and spin), the calculation gives 180.3 kcal per mole. The frontier orbital gap comes out at 0.183 Ha. As for the multiplicity: 1.

Structure (XYZ):
```
13
Properties=species:S:1:pos:R:3:forces:R:3
O -0.066 -0.074 -2.541 -0.32 -0.16 -0.43
C -0.548 0.606 -1.672 0.98 0.11 -0.05
C -1.265 0.002 -0.545 -0.30 -1.15 2.20
C -0.605 -1.142 0.146 3.06 0.80 -1.89
O -0.146 -0.933 1.412 -2.64 -0.45 0.65
N 1.631 0.716 1.180 -0.66 -1.09 -1.48
H -0.223 1.658 -1.575 -0.66 0.18 -0.01
H -2.177 0.328 -0.044 0.25 0.79 -0.28
H 0.357 -1.230 -0.417 -0.30 -0.44 -0.29
H -1.061 -2.105 -0.112 -0.46 -0.09 0.38
H 0.530 -0.069 1.263 0.93 0.54 0.11
H 1.611 1.649 0.777 0.03 0.04 0.91
H 1.961 0.596 2.127 0.11 0.90 0.18
```
Positions in Å, forces in eV/Å.

Entry 8:
# C3H7NO2

A 2-piece molecular cluster, C3H7NO2 overall at a distorted geometry (wB97M-V/def2-TZVPD, the OMol25 dataset).

The highest occupied orbital energy comes out at -9.9 eV. For the relative energy (zero: lowest compared OMol25 entry of this formula, charge and spin), the calculation gives 72.6 kcal per mole. The frontier orbital gap comes out at 0.384 Ha. As for the multiplicity: 1.

Structure (XYZ):
```
13
Properties=species:S:1:pos:R:3:forces:R:3
C -3.700 1.078 0.474 -0.65 -0.41 0.99
C -2.859 -0.986 0.018 -1.63 0.25 -0.98
N -3.601 -0.371 0.858 1.13 0.62 -1.86
H -3.618 1.225 -0.622 0.00 0.00 0.74
H -4.703 1.331 0.841 0.18 0.32 -0.48
H -3.022 1.723 1.028 0.29 -0.04 -0.02
H -2.299 -0.526 -0.817 -0.01 0.44 0.54
H -3.122 -1.989 -0.264 0.69 -1.18 1.08
H 4.442 -1.088 0.532 0.99 -0.82 -1.69
O 5.136 -1.316 -0.185 -1.64 2.02 1.56
C 5.575 -0.089 -0.573 2.50 1.37 0.47
O 5.120 1.022 -0.498 -1.90 -1.07 0.37
H 6.651 -0.015 -0.793 0.05 -1.50 -0.70
```
Positions in Å, forces in eV/Å.

Entry 9:
# C3H7NO2

One molecule with the formula C3H7NO2 (wB97M-V/def2-TZVPD, the OMol25 dataset).

The highest occupied orbital energy comes out at -9.3 eV. For the relative energy (zero: lowest compared OMol25 entry of this formula, charge and spin), the calculation gives 24.4 kcal per mole. The frontier orbital gap comes out at 0.371 Ha. As for the multiplicity: 1.

Structure (XYZ):
```
13
Properties=species:S:1:pos:R:3:forces:R:3
C 1.975 0.165 -0.165 -0.49 -0.01 -0.11
N 0.608 0.547 0.203 0.15 -0.11 -0.30
C -0.354 -0.362 -0.374 -0.78 -0.15 -0.11
C -1.758 -0.283 0.201 -0.01 0.25 0.25
O -1.933 0.676 1.141 0.49 -0.32 0.15
O -2.645 -1.017 -0.140 0.03 -0.19 0.03
H 2.717 0.672 0.444 -0.05 0.08 0.13
H 2.192 0.362 -1.215 0.15 -0.04 -0.21
H 2.047 -0.907 -0.003 0.30 -0.09 0.07
H 0.409 1.476 -0.145 0.05 0.11 0.23
H -0.066 -1.401 -0.187 0.14 0.11 0.06
H -0.529 -0.312 -1.463 0.37 0.15 0.04
H -2.663 0.385 1.703 -0.35 0.22 -0.23
```
Positions in Å, forces in eV/Å.

Entry 10:
# C3H7NO2

A 2-piece molecular cluster, C3H7NO2 overall (wB97M-V/def2-TZVPD, the OMol25 dataset).

The highest occupied orbital energy comes out at -10.5 eV. For the relative energy (zero: lowest compared OMol25 entry of this formula, charge and spin), the calculation gives 47.3 kcal per mole. The frontier orbital gap comes out at 0.416 Ha. As for the multiplicity: 1.

Structure (XYZ):
```
13
Properties=species:S:1:pos:R:3:forces:R:3
O -0.336 -0.955 0.724 0.06 -0.27 -0.17
C 0.249 0.261 1.200 0.10 0.07 0.09
C 1.242 0.533 0.082 0.13 0.08 0.17
N 0.469 0.150 -1.106 -0.03 -0.24 0.13
C -0.251 -0.988 -0.643 -0.35 -0.38 -0.26
O -0.747 -1.862 -1.289 0.35 0.43 0.17
H -2.238 -0.180 0.033 -0.42 0.19 -0.06
H 0.662 0.041 2.184 0.12 0.17 -0.10
H -0.519 1.047 1.278 0.14 -0.22 -0.01
H 2.034 -0.219 0.170 0.13 0.32 -0.01
H 1.690 1.526 0.026 -0.27 -0.09 -0.01
H -0.196 0.860 -1.423 0.34 -0.22 -0.01
H -2.424 -0.071 -0.677 -0.31 0.16 0.07
```
Positions in Å, forces in eV/Å.

We obtain DFT total energy values of -323.67720, -323.62558, -323.75939, -323.72446, -323.58295, -323.59351, -323.49360, -323.66527, -323.74215, -323.70558 Ha for the records listed above, in that order.